Entry 1:
Here is a structure of composition C3H5LiMgO3 from the OMol25 dataset. Energies are from ωB97M-V with the def2-TZVPD basis set.

Last column: natural (NBO) charge in e.
Positions of all 13 atoms, in Å:
Mg (3.704, 0.600, -0.487)  0.99
O (1.952, -0.196, -0.310)  -1.14
O (0.299, 1.129, 0.433)  -0.51
O (-0.116, -0.964, -0.156)  -0.66
C (-1.115, 1.003, 0.394)  -0.10
C (0.867, -0.119, 0.428)  0.63
C (-1.339, -0.283, -0.404)  -0.10
Li (1.234, -2.018, -1.112)  0.96
H (-1.415, -0.163, -1.492)  0.19
H (-2.153, -0.912, -0.028)  0.21
H (-1.531, 1.891, -0.093)  0.22
H (1.119, -0.892, 1.407)  0.11
H (-1.507, 0.925, 1.419)  0.20

Summary:
- Net charge: +1
- Relative energy (zero: lowest compared OMol25 entry of this formula, charge and spin): 83.3 kJ/mol
- <S²>: 0.75
- HOMO level (spin up / spin down): -0.401 / -0.508 Eh
- Multiplicity: 2

=====

Entry 2:
Here is a cluster of 2 separate species, C5H8FN in total from the OMol25 dataset. Energies are from ωB97M-V with the def2-TZVPD basis set.

Last column: natural (NBO) charge in e.
Positions of all 15 atoms, in Å:
F (1.989, -0.341, 0.260)  -0.34
N (-0.778, -0.782, -0.414)  -0.43
C (1.164, 0.721, 2.133)  -0.50
C (-0.899, -2.059, -1.144)  -0.41
C (-0.896, 0.340, -0.831)  0.43
C (1.820, 0.718, 1.024)  0.25
C (-1.151, 1.567, -0.968)  -0.65
H (-0.491, 2.286, -1.245)  0.23
H (0.001, -2.803, -0.929)  0.21
H (-2.083, 1.851, -0.731)  0.23
H (-1.769, -2.592, -0.762)  0.21
H (-0.973, -1.880, -2.133)  0.18
H (0.969, 1.600, 2.734)  0.22
H (2.182, 1.505, 0.329)  0.17
H (0.913, -0.131, 2.676)  0.21

Summary:
- Net charge: 0
- Relative energy (zero: lowest compared OMol25 entry of this formula, charge and spin): 306.6 kJ/mol
- HOMO level: -0.315 Eh
- SMILES: C=C=NC.C=CF
- Multiplicity: 1

=====

Entry 3:
Here is a structure of composition C14H36BeBrCl2FN3O12PS from the OMol25 dataset. Energies are from ωB97M-V with the def2-TZVPD basis set.

Last column: Mulliken charge in e.
Positions of all 72 atoms, in Å:
Br (6.701, -5.710, -4.440)  -0.50
Cl (-1.922, 4.249, 0.522)  -0.40
Cl (-1.568, -0.578, -4.030)  -0.56
S (0.910, -1.003, -2.859)  -0.05
P (2.360, -0.999, 1.052)  0.24
F (7.088, -2.608, -5.255)  -0.27
O (-6.251, 0.483, -1.772)  -0.33
O (4.356, 0.940, 3.869)  -0.61
O (2.737, -2.078, 2.147)  -0.47
O (-2.056, 2.296, 2.324)  -0.22
O (0.907, -0.149, 1.455)  -0.28
O (4.977, -3.927, -1.558)  -0.60
O (5.706, -3.394, -3.610)  -0.26
O (-6.586, 1.649, 0.131)  -0.56
O (-3.800, 3.335, 4.438)  -0.41
O (-7.291, 2.367, -1.886)  -0.33
O (-1.634, -3.869, -2.649)  -0.64
O (6.725, -2.540, -1.833)  -0.34
N (2.030, -1.874, -0.525)  -0.17
N (2.458, -0.068, 4.568)  -0.32
N (3.239, 1.848, 5.626)  -0.40
C (2.209, -2.073, -5.077)  -1.23
C (-7.814, 3.536, -1.248)  -0.63
C (-4.242, 2.973, 3.134)  -0.47
C (1.309, -2.416, -3.896)  -0.30
C (2.282, -0.976, -1.747)  -0.64
C (-3.401, 1.868, 2.555)  -0.33
C (6.490, -2.294, -4.099)  0.29
C (3.423, 0.924, 4.645)  0.72
C (5.738, -3.340, -2.269)  0.74
C (-6.699, 1.511, -1.063)  0.87
C (7.487, -2.115, -2.970)  -0.35
C (-1.139, 1.877, 3.300)  -0.72
C (-5.585, -0.519, -0.999)  -0.51
C (-3.036, 4.528, 4.450)  -0.66
Be (0.052, 0.647, 0.083)  0.60
H (-2.253, 4.518, 3.688)  0.27
H (1.664, -0.137, 5.178)  0.18
H (0.347, -2.743, -4.271)  0.37
H (2.938, -1.304, -4.847)  0.26
H (-2.580, 4.613, 5.436)  0.25
H (-5.270, 2.616, 3.216)  0.33
H (-5.262, -1.288, -1.693)  0.24
H (-1.064, -4.392, -3.219)  0.32
H (1.602, -1.760, -5.917)  0.33
H (2.687, -2.668, -0.582)  0.40
H (8.346, -2.769, -3.108)  0.28
H (-3.677, 5.401, 4.284)  0.32
H (-1.463, -2.948, -2.900)  0.32
H (-1.501, 2.079, 4.312)  0.35
H (-3.411, 0.993, 3.214)  0.39
H (-4.712, -0.097, -0.504)  0.15
H (1.715, -3.245, -3.320)  0.39
H (-6.264, -0.950, -0.266)  0.30
H (-8.260, 4.130, -2.039)  0.22
H (3.924, 2.578, 5.700)  0.23
H (-0.214, 2.435, 3.136)  0.37
H (5.823, -1.446, -4.278)  0.18
H (2.469, 1.835, 6.266)  0.17
H (2.311, -2.952, 2.137)  0.37
H (2.724, -2.976, -5.391)  0.39
H (-0.927, 0.796, 3.210)  -0.02
H (7.819, -1.089, -2.840)  0.29
H (-3.819, 1.575, 1.593)  0.11
H (0.654, -0.252, 2.396)  0.48
H (-4.232, 3.838, 2.467)  0.29
H (2.603, -0.757, 3.858)  0.10
H (-8.572, 3.268, -0.515)  0.29
H (-7.015, 4.101, -0.770)  0.29
H (3.255, -1.260, -2.140)  -0.03
H (1.093, -2.297, -0.595)  0.47
H (2.363, 0.055, -1.412)  0.45

Summary:
- Net charge: 0
- HOMO level: -0.251 Eh
- Multiplicity: 1

=====

Entry 4:
Here is a structure of composition C17H23FN4O4SV from the OMol25 dataset. Energies are from ωB97M-V with the def2-TZVPD basis set.

Last column: natural (NBO) charge in e.
Positions of all 51 atoms, in Å:
V (0.627, 5.368, 3.032)  1.88
S (-2.728, -3.670, -0.409)  1.03
F (0.766, 2.243, 0.758)  -0.38
O (1.051, -0.221, -2.815)  -0.51
O (1.650, 4.277, 3.772)  -0.80
O (-0.417, 6.517, 2.443)  -0.74
O (0.894, -4.613, -2.810)  -0.47
N (1.343, -2.449, -2.078)  -0.51
N (-2.478, -2.671, 0.842)  -0.56
N (-2.751, 2.799, -0.582)  -0.84
N (-1.369, -3.466, -1.216)  -0.59
C (2.819, 2.349, 1.892)  -0.63
C (1.242, -1.233, -0.065)  -0.19
C (0.700, -3.437, -2.979)  0.72
C (-0.632, -2.586, -0.545)  0.11
C (-0.226, -2.958, -4.086)  -0.74
C (-1.283, -2.154, 0.642)  0.03
C (-2.169, 1.040, 0.961)  -0.44
C (2.829, -1.413, -3.864)  -0.73
C (1.415, 0.231, 1.940)  -0.48
C (1.674, -1.244, -2.892)  0.73
C (0.658, -0.774, 1.101)  0.00
C (-0.606, -1.227, 1.468)  0.23
C (-3.021, 2.312, 0.783)  -0.20
C (0.644, -2.116, -0.934)  0.24
C (-1.967, 0.681, 2.422)  -0.37
C (-1.285, -0.732, 2.699)  -0.47
C (1.851, 1.448, 1.128)  0.22
H (0.295, -2.802, -5.031)  0.25
H (-2.034, -1.426, 3.073)  0.25
H (2.733, 2.239, 2.968)  0.23
H (3.562, -2.086, -3.425)  0.25
H (3.826, 2.106, 1.549)  0.23
H (-4.083, 2.061, 0.871)  0.18
H (-0.732, -2.022, -3.839)  0.24
H (-2.680, 3.060, 1.501)  0.17
H (2.595, 3.369, 1.577)  0.21
H (2.416, -1.813, -4.792)  0.25
H (2.287, -0.233, 2.407)  0.25
H (-2.919, 0.645, 2.957)  0.23
H (2.320, 1.096, 0.208)  0.16
H (-1.368, 1.434, 2.938)  0.20
H (-2.872, 2.027, -1.225)  0.35
H (-0.545, -0.595, 3.485)  0.23
H (2.234, -0.870, -0.299)  0.22
H (3.229, -0.425, -4.070)  0.26
H (-2.652, 0.246, 0.381)  0.20
H (-3.387, 3.545, -0.828)  0.36
H (-1.237, 1.254, 0.437)  0.23
H (-1.002, -3.709, -4.196)  0.27
H (0.783, 0.600, 2.745)  0.23

Summary:
- Net charge: +1
- HOMO level: -0.390 Eh
- Multiplicity: 1